Molecular formula: C14H12AuCl2N4S2
Method: DFT, the ωB97M-V functional and the def2-TZVPD basis

Geometry as XYZ:
```
35
Properties=species:S:1:pos:R:3:forces:R:3
Au 0.21873 1.16973 0.43255 -0.18 0.17 -0.26
C -3.35098 1.64665 -1.91566 0.02 0.03 -0.01
C -2.00072 1.37957 -1.35091 0.06 -0.02 0.00
N -1.65110 1.71103 -0.15518 -0.22 0.11 -0.10
N -2.50256 2.33868 0.70148 0.20 -0.05 0.04
C -1.95723 2.56929 1.87092 -0.07 -0.03 -0.03
N -2.69565 3.16739 2.80815 0.00 0.01 -0.07
S -0.30311 2.17190 2.38203 0.05 0.00 0.17
C -0.95541 0.69483 -2.15508 0.01 0.02 0.10
C -1.16754 0.26733 -3.44986 0.00 0.02 0.01
C -0.13629 -0.37532 -4.12756 0.01 0.00 0.00
C 1.07768 -0.56991 -3.49819 0.01 -0.01 -0.01
C 1.23434 -0.11898 -2.19592 -0.06 0.02 -0.02
N 0.24411 0.49081 -1.55575 -0.03 -0.08 -0.05
H -3.97079 2.15322 -1.18437 0.00 0.00 0.01
H -3.83045 0.71005 -2.20591 0.01 0.00 0.00
H -3.26353 2.27043 -2.80724 -0.02 0.00 0.00
H -3.63553 3.45156 2.58772 -0.01 0.00 0.01
H -2.32727 3.35519 3.72333 0.00 0.01 0.00
H -2.12266 0.43309 -3.92592 0.00 -0.01 0.00
H -0.28938 -0.71806 -5.14185 0.00 0.00 0.00
H 1.90020 -1.06340 -3.99476 0.00 0.00 0.00
H 2.15737 -0.23622 -1.64172 0.00 -0.01 0.01
Cl -0.37307 -1.59449 1.13600 0.10 -0.14 0.04
C 1.22699 -1.94776 1.76102 -0.02 0.13 -0.05
C 1.36173 -3.20147 2.33591 0.02 0.00 0.01
C 2.57981 -3.59643 2.85464 0.00 -0.01 0.00
C 3.66007 -2.73480 2.79189 0.00 -0.02 0.01
C 3.50798 -1.48637 2.22024 0.04 0.02 0.01
Cl 4.89996 -0.45508 2.15370 -0.04 -0.03 0.00
C 2.28736 -1.03778 1.68913 0.06 0.05 0.00
S 2.35927 0.60416 0.99827 0.08 -0.20 0.18
H 0.50419 -3.85805 2.37077 0.00 0.00 0.00
H 2.68665 -4.57331 3.30459 0.00 0.00 0.00
H 4.62683 -3.01748 3.18353 0.00 0.00 0.00
```
Forces are in eV/Å.

Results
E = -2611.9740 a.u.
net charge = +1
orbital gap = 6.903 eV
2S+1 = 1
energy above the lowest of the compared OMol25 structures with the same formula, charge and spin = 0.0 kJ/mol
maximum force = 0.36 eV/Å
LUMO = -4.3 eV

Here are the Löwdin charges for atoms 1 to 4, given in e: atom 1 (Au): 0.707, atom 2 (C): 0.000, atom 3 (C): -0.231, atom 4 (N): -0.144

Molecular formula: C14H12BF2N
Method: DFT, the ωB97M-V functional and the def2-TZVPD basis

Geometry as XYZ:
```
30
Properties=species:S:1:pos:R:3:forces:R:3
F 5.20343 1.13459 -0.46563 -1.08 0.10 0.43
C 3.88920 0.97481 -0.09076 0.29 -0.43 -0.55
C 3.60292 0.37961 1.12966 -0.08 0.29 -0.05
C 2.27714 0.09956 1.44248 -0.12 0.28 -0.44
C 1.24322 0.35283 0.52556 0.44 -0.31 0.03
C -0.07877 -0.32586 0.78103 0.10 0.84 1.17
C -1.40102 0.35149 0.53111 -0.45 -0.27 0.03
C -2.43587 0.08457 1.44306 0.08 0.28 -0.45
C -3.76340 0.35609 1.12718 0.08 0.34 -0.03
C -4.05061 0.95832 -0.09004 -0.30 -0.48 -0.52
F -5.36588 1.12220 -0.46202 1.07 0.06 0.40
C -3.04761 1.29177 -0.99341 0.13 0.01 0.61
C -1.71708 1.00679 -0.65834 -0.59 0.16 0.01
C 1.55938 0.98424 -0.67596 0.57 0.21 0.02
C 2.88594 1.29788 -0.99845 -0.11 -0.09 0.57
H 4.40011 0.13227 1.81677 0.04 0.05 -0.03
H 2.02211 -0.32197 2.41099 0.15 -0.13 -0.17
H -0.07540 -0.67793 1.83281 -0.01 0.09 -0.56
H -0.07853 -1.23756 0.18688 -0.01 -0.39 -0.20
H -2.17912 -0.32605 2.41565 -0.15 -0.18 -0.18
H -4.56016 0.10683 1.81413 -0.04 0.05 -0.02
H -3.29157 1.75513 -1.93742 -0.07 0.05 -0.01
H -0.93857 1.32838 -1.33983 -0.35 -0.29 -0.01
H 0.78361 1.25119 -1.38458 0.38 -0.23 0.03
H 3.12856 1.75554 -1.94514 0.09 0.02 -0.03
B -0.18609 -2.70573 -1.08293 -0.80 0.14 0.24
C 1.23884 -2.81160 -1.53274 4.38 -0.54 -1.51
N 2.34877 -2.94796 -1.92533 -3.45 0.48 1.25
H -0.51054 -3.36671 -0.14373 -0.15 0.12 -0.26
H -0.90299 -2.00273 -1.73098 -0.04 -0.25 0.24
```
Forces are in eV/Å.

Results
SMILES string = Fc1ccc(Cc2ccc(F)cc2)cc1.BC#N
E = -819.9678 a.u.
orbital gap = 8.143 eV
2S+1 = 1
maximum force = 4.66 eV/Å
LUMO = -1.2 eV

Here are the Löwdin charges for atoms 1 to 4, given in e: atom 1 (F): 0.035, atom 2 (C): -0.249, atom 3 (C): -0.002, atom 4 (C): -0.027

Molecular formula: C14H12ClO10V
Method: DFT, the ωB97M-V functional and the def2-TZVPD basis

Geometry as XYZ:
```
38
Properties=species:S:1:pos:R:3:forces:R:3
V -19.82237 -9.59945 -19.68431 1.30 0.97 -0.89
Cl -19.85049 -10.63903 -17.47142 -0.20 -0.01 0.03
C -16.89365 -6.65693 -20.40504 0.47 0.67 -0.41
C -18.07803 -7.33044 -20.41235 -0.04 -1.01 1.68
C -18.71381 -7.80160 -21.72156 0.00 -1.08 -0.94
O -19.75298 -8.56411 -21.67056 -0.14 -0.01 1.43
C -18.06840 -7.61114 -22.92866 1.03 1.02 0.10
C -16.75312 -7.00213 -22.96755 0.32 -0.24 1.45
C -16.15102 -6.44825 -21.59517 -0.18 -0.20 -1.03
O -15.02334 -5.98146 -21.66652 0.07 0.37 0.39
O -15.94214 -7.01415 -23.87452 -0.56 0.02 -0.97
O -18.57160 -7.74944 -19.27716 -1.00 -0.58 -1.46
H -16.39968 -6.38331 -19.48089 -0.20 -0.13 0.16
H -18.41224 -8.04773 -23.85626 -0.29 -0.18 0.12
C -16.05842 -10.58181 -21.19604 0.69 -0.90 -0.64
C -17.24866 -11.34405 -21.18973 -1.59 1.12 1.73
C -17.40903 -12.58893 -21.99861 -1.86 -1.88 -0.57
O -18.40806 -13.35978 -21.88977 0.67 1.33 0.75
C -16.46531 -12.86437 -22.97092 1.83 0.45 -0.15
C -15.25748 -12.10574 -23.15991 -0.65 -0.16 1.18
C -14.97406 -10.98152 -22.06488 -0.24 0.61 -1.73
O -13.97029 -10.31008 -22.18729 0.53 -0.22 0.45
O -14.45383 -12.31719 -24.04602 0.47 0.17 -0.15
O -18.17339 -10.95713 -20.44132 -0.18 -0.34 -0.48
H -15.98085 -9.68825 -20.59253 -0.03 0.06 0.01
H -16.53851 -13.79620 -23.51311 -0.26 0.07 -0.25
C -21.66622 -7.49567 -18.11412 0.47 -0.04 0.15
O -21.47313 -8.32399 -19.27568 -1.21 0.75 0.78
H -21.42472 -6.45893 -18.35114 0.13 -0.02 -0.02
H -22.70356 -7.54795 -17.77463 -0.01 -0.13 -0.01
H -21.01502 -7.86273 -17.32536 0.06 -0.02 -0.07
H -22.32419 -8.24895 -19.71210 0.35 -0.45 -0.69
C -22.27035 -11.32315 -21.30369 -0.72 0.48 -0.18
O -21.21300 -11.14420 -20.37913 -0.46 -0.75 -0.36
H -22.48977 -10.39963 -21.83932 0.45 0.14 0.07
H -22.07203 -12.09347 -22.04985 0.27 -0.04 0.09
H -23.19702 -11.56999 -20.77157 0.05 -0.18 0.05
H -21.04202 -12.03725 -20.05288 0.65 0.32 0.35
```
Forces are in eV/Å.

Results
E = -2697.3558 a.u.
net charge = -2
orbital gap (spin up / spin down) = 5.693 / 4.773 eV
2S+1 = 5
energy above the lowest of the compared OMol25 structures with the same formula, charge and spin = 0.0 kJ/mol
maximum force = 2.71 eV/Å
LUMO (spin up / spin down) = 4.1 / 3.0 eV

Here are the Löwdin charges for atoms 1 to 4, given in e: atom 1 (V): 0.587, atom 2 (Cl): -0.203, atom 3 (C): -0.024, atom 4 (C): -0.352

Molecular formula: C14H12CoF6N6O7S3
Method: DFT, the ωB97M-V functional and the def2-TZVPD basis

Geometry as XYZ:
```
49
Properties=species:S:1:pos:R:3:forces:R:3
Co -0.03797 -0.07712 0.13788 1.73 1.03 -0.23
F 1.47270 0.23503 2.15741 0.01 0.04 0.00
C 2.72832 0.65801 1.84876 0.07 -0.03 -0.13
F 3.57287 -0.30739 2.14486 -0.06 -0.04 -0.07
F 2.99256 1.72536 2.57458 0.00 0.01 -0.05
S 2.80394 1.04994 0.01180 0.41 0.16 0.44
O 1.79690 0.14024 -0.55596 0.48 -0.04 -0.37
O 4.14267 0.81862 -0.37796 0.08 0.14 -0.02
N 2.37884 2.55267 -0.07806 -0.17 -0.22 -0.17
S 0.86052 2.93688 -0.24597 0.07 0.62 0.19
O -0.04228 1.92461 0.32248 -0.24 0.33 0.08
O 0.50174 3.45674 -1.51754 0.06 0.03 -0.08
C 0.69599 4.30238 1.00077 0.04 -0.22 0.12
F 1.60812 5.23844 0.82533 0.02 -0.07 -0.10
F 0.82884 3.76574 2.21309 0.02 0.14 -0.06
F -0.51518 4.83356 0.88740 0.00 -0.06 -0.04
C -4.97444 1.29195 0.28453 -0.09 0.18 0.09
N -4.26328 0.01564 0.21388 -0.05 0.02 -0.06
C -5.06190 -1.20699 0.10454 -0.10 -0.19 -0.03
C -2.98127 -0.04251 0.34474 0.13 -0.18 0.15
N -1.83002 -0.13236 0.47581 -2.95 0.36 0.32
H -5.62655 1.38624 -0.58299 0.05 -0.03 -0.02
H -4.26568 2.11562 0.28819 0.02 -0.03 0.01
H -5.58103 1.33180 1.19002 0.04 -0.02 0.00
H -5.72172 -1.13000 -0.75901 0.04 0.03 -0.01
H -5.66456 -1.33835 1.00358 0.04 0.02 0.01
H -4.41341 -2.07039 -0.01892 0.03 0.03 0.01
O 0.38527 -9.39646 3.32293 0.07 -0.05 0.00
S -0.84216 -8.76012 2.89181 0.26 -0.10 -0.63
O -1.22368 -7.59321 3.65366 -0.02 0.37 -0.01
O -1.93414 -9.64828 2.56099 -0.05 -0.07 -0.12
C -0.32182 -8.08662 1.21689 -0.62 -0.77 1.85
N -0.04167 -8.96834 0.26359 0.32 0.53 -0.98
C 0.35348 -8.42666 -0.89530 -0.28 -0.75 0.81
C 0.44679 -7.06413 -1.08551 0.16 1.27 -0.24
C 0.11738 -6.22270 -0.01886 -0.15 -2.43 0.28
N -0.25960 -6.77652 1.14646 0.19 1.03 -0.81
C 0.12206 -4.77804 -0.03285 0.04 1.65 -0.01
C 0.40009 -3.99178 -1.15970 -0.07 -0.57 0.16
C 0.38657 -2.62410 -1.05958 0.09 0.44 0.07
N 0.11774 -1.97000 0.08429 0.19 -2.32 0.06
C -0.16569 -2.72024 1.17224 0.00 0.36 -0.21
C -0.18022 -4.08640 1.15347 0.07 -0.50 -0.05
H 0.59379 -9.13556 -1.67860 0.05 0.11 -0.12
H 0.78539 -6.65513 -2.03028 -0.04 -0.13 -0.03
H 0.62175 -4.44967 -2.11307 0.02 0.05 -0.01
H 0.60687 -2.00074 -1.91859 0.06 -0.05 -0.01
H -0.39313 -2.17020 2.07721 0.01 -0.04 0.04
H -0.41659 -4.66162 2.04048 0.02 0.00 0.00
```
Forces are in eV/Å.

Results
E = -4572.3524 a.u.
orbital gap (spin up / spin down) = 5.834 / 5.009 eV
2S+1 = 4
maximum force = 2.99 eV/Å
LUMO (spin up / spin down) = -1.4 / -2.3 eV

Here are the Löwdin charges for atoms 1 to 4, given in e: atom 1 (Co): 0.749, atom 2 (F): 0.093, atom 3 (C): -0.641, atom 4 (F): 0.182

Molecular formula: C14H12F4O3PtS
Method: DFT, the ωB97M-V functional and the def2-TZVPD basis

Geometry as XYZ:
```
35
Properties=species:S:1:pos:R:3:forces:R:3
Pt 0.09414 0.05999 -0.12123 -0.19 0.71 -0.55
C -0.41314 0.14982 3.99690 0.03 -0.02 -0.05
C 0.16435 0.82108 2.78830 -0.08 0.05 0.10
C -0.63242 1.55394 1.93242 0.02 -0.07 0.03
C -0.11772 2.03416 0.69527 0.42 0.07 0.20
C 1.25735 1.77871 0.39616 0.09 0.14 0.10
C 2.10753 1.19833 1.39587 -0.08 -0.08 0.15
C 1.56376 0.69962 2.54355 0.05 0.12 -0.26
H -1.40734 0.52338 4.23404 -0.01 0.00 -0.01
H 0.23651 0.28049 4.86230 -0.01 0.01 0.01
H -0.48824 -0.92207 3.79778 0.00 0.01 0.04
H -1.67320 1.71469 2.18112 -0.01 0.00 -0.05
H -0.69490 2.71639 0.08715 -0.04 -0.10 -0.07
H 1.70496 2.27360 -0.45418 0.00 -0.02 -0.02
H 3.16831 1.11818 1.19881 0.00 0.00 0.03
H 2.17577 0.19219 3.27677 0.03 -0.01 -0.02
F 0.70560 0.69504 -6.14704 0.00 0.00 0.00
C 0.57999 0.58134 -4.80824 0.00 0.00 0.01
C -0.66927 0.33878 -4.27282 -0.01 0.00 0.00
C -0.79478 0.21741 -2.89625 0.07 0.07 0.00
C 0.32245 0.34765 -2.07417 -0.26 0.00 0.22
C 1.56584 0.59515 -2.64135 0.07 0.00 0.04
C 1.70361 0.70808 -4.02052 -0.02 0.00 0.01
H -1.52400 0.23949 -4.92793 0.00 0.00 0.00
H -1.76456 0.00802 -2.46728 -0.02 -0.02 0.01
H 2.44754 0.68522 -2.02005 0.01 -0.02 0.00
H 2.66563 0.88815 -4.48031 0.01 0.00 0.00
F -2.48762 -1.59594 2.07381 -0.02 0.02 0.01
C -2.21790 -2.79258 1.53284 0.00 0.04 -0.02
F -3.30215 -3.22092 0.89530 0.01 0.01 -0.02
F -1.93157 -3.63979 2.51741 0.00 -0.05 0.02
S -0.78103 -2.64743 0.39417 0.38 0.05 0.59
O -0.64781 -3.91946 -0.22688 -0.10 0.03 -0.16
O -1.21682 -1.51623 -0.48644 -0.03 -0.69 -0.31
O 0.30116 -2.16448 1.24470 -0.35 -0.25 -0.01
```
Forces are in eV/Å.

Results
E = -1683.3473 a.u.
orbital gap = 8.071 eV
2S+1 = 1
energy above the lowest of the compared OMol25 structures with the same formula, charge and spin = 33.0 kJ/mol
maximum force = 0.92 eV/Å
LUMO = -0.7 eV

Here are the Löwdin charges for atoms 1 to 4, given in e: atom 1 (Pt): 1.156, atom 2 (C): -0.032, atom 3 (C): -0.280, atom 4 (C): -0.070

Molecular formula: C14H12I2N2O2Pt
Method: DFT, the ωB97M-V functional and the def2-TZVPD basis

Geometry as XYZ:
```
33
Properties=species:S:1:pos:R:3:forces:R:3
Pt -0.03377 0.54384 0.06736 0.13 -0.97 -0.11
C -4.57813 0.29208 -0.65964 -0.02 0.00 0.00
C -4.15260 0.28043 0.77311 0.02 -0.03 0.02
N -5.04557 0.38278 1.71960 0.00 -0.01 0.00
C -4.64685 0.37032 3.01464 -0.03 0.06 -0.01
C -3.34764 0.24346 3.40981 0.04 -0.04 -0.02
C -3.00866 0.26653 4.87587 0.00 -0.01 0.00
O -2.08573 1.30174 5.22256 -0.03 0.03 -0.01
C -2.34230 0.13741 2.40319 -0.07 -0.01 0.13
C -0.97440 0.04320 2.81948 -0.03 0.12 -0.08
N 0.07710 0.26386 2.09488 0.00 0.23 0.04
C 1.33160 0.42220 2.76414 -0.04 0.00 0.07
C 1.39860 0.81726 4.10421 -0.02 -0.13 -0.01
C 2.61903 0.97912 4.73541 0.01 0.00 0.00
C 3.80533 0.78709 4.04245 0.00 0.01 0.01
C 3.75971 0.46366 2.69716 -0.02 -0.03 0.02
C 2.53304 0.29591 2.07695 0.10 -0.06 -0.11
I 2.46968 0.01275 0.00385 0.04 0.50 0.07
C -2.74627 0.15959 1.05923 0.17 -0.32 0.13
O -1.95268 -0.02526 0.05380 -0.34 0.85 -0.17
H -5.65586 0.42085 -0.71466 0.00 0.00 0.00
H -4.28867 -0.63736 -1.15253 0.00 0.00 0.00
H -4.07297 1.09347 -1.20124 0.00 0.00 0.00
H -5.43533 0.48194 3.75040 0.00 -0.01 0.00
H -2.53151 -0.66396 5.19015 0.02 0.01 0.00
H -3.93171 0.36358 5.45233 0.00 -0.01 0.00
H -2.46263 2.14268 4.93929 0.01 -0.02 0.01
H -0.81547 -0.16237 3.86991 0.00 -0.03 0.00
H 0.48853 1.02734 4.65088 0.02 0.03 0.01
H 2.63843 1.28252 5.77347 0.00 0.00 0.00
H 4.75963 0.92559 4.53169 0.00 0.00 0.00
H 4.67319 0.36235 2.12692 0.00 0.00 0.00
I -0.23419 1.23910 -2.42446 0.06 -0.14 0.00
```
Forces are in eV/Å.

Results
E = -1515.4096 a.u.
orbital gap = 7.066 eV
2S+1 = 1
energy above the lowest of the compared OMol25 structures with the same formula, charge and spin = 30.2 kJ/mol
maximum force = 0.98 eV/Å
LUMO = -0.9 eV

Here are the Löwdin charges for atoms 1 to 4, given in e: atom 1 (Pt): 0.361, atom 2 (C): -0.017, atom 3 (C): -0.252, atom 4 (N): 0.124

Molecular formula: C14H12N2O2
Method: DFT, the ωB97M-V functional and the def2-TZVPD basis

Geometry as XYZ:
```
30
Properties=species:S:1:pos:R:3:forces:R:3
C -3.67573 1.46280 -0.77663 -1.04 -0.47 -0.63
N -2.57171 1.54277 0.14821 1.79 0.17 0.95
C -2.51689 2.64742 1.13275 0.33 0.71 -0.98
C -1.29372 0.90871 -0.01255 -1.89 2.21 0.07
C -1.08621 -0.40413 -0.07661 -0.16 -0.25 -0.27
O -2.16448 -1.30657 0.09823 0.43 1.96 0.02
C -1.64101 -2.47177 0.38218 0.82 -5.71 -0.41
O -2.25580 -3.50711 0.61172 0.36 2.24 0.06
C -0.13770 -2.47115 0.14529 0.77 2.59 -0.18
C 0.91366 -3.46071 0.32925 1.76 -3.27 0.17
N 1.74753 -4.31321 0.41699 -3.41 3.67 -0.28
C 0.15711 -1.15149 -0.16344 0.68 -0.27 0.94
C 1.55714 -0.56226 -0.29347 -1.59 -2.91 -1.74
C 2.43609 -1.26958 -1.10715 1.01 -0.57 -0.23
C 3.79915 -1.04120 -1.03822 -1.35 2.42 0.63
C 4.25039 0.07749 -0.29501 2.57 -1.38 -1.08
C 3.39721 0.75925 0.50978 -0.88 0.96 0.32
C 2.05456 0.41483 0.46008 -0.96 1.68 2.51
H -3.40193 0.91525 -1.72101 -0.13 0.11 1.20
H -4.05000 2.46405 -1.20738 0.59 -1.13 1.18
H -4.47424 0.90991 -0.19778 0.21 0.72 -1.30
H -1.88274 2.39527 1.97212 0.06 -0.32 0.15
H -2.07951 3.55664 0.68028 0.09 -0.16 -0.06
H -3.45580 3.02666 1.55193 -0.25 -0.83 -0.37
H -0.49862 1.67236 0.01792 0.14 -0.95 -0.13
H 2.06809 -2.01342 -1.78066 -0.22 -0.50 -0.16
H 4.50726 -1.50452 -1.65094 0.69 -0.99 -0.84
H 5.36162 0.27167 -0.45327 -1.62 0.15 0.81
H 3.61233 1.59196 1.17178 0.61 -0.14 -0.25
H 1.32396 0.86009 1.14563 0.59 0.28 -0.06
```
Forces are in eV/Å.

Results
SMILES string = CN(C)/C=C1\OC(=O)C(C#N)=C1c1ccccc1
E = -800.5843 a.u.
orbital gap = 7.582 eV
2S+1 = 1
energy above the lowest of the compared OMol25 structures with the same formula, charge and spin = 135.7 kJ/mol
maximum force = 5.78 eV/Å
LUMO = -0.9 eV

Here are the Löwdin charges for atoms 1 to 4, given in e: atom 1 (C): -0.091, atom 2 (N): -0.241, atom 3 (C): -0.072, atom 4 (C): -0.002